A structure of composition C58H49Cl3N9O5PdS, computed with ωB97M-V/def2-TZVPD.

XYZ file:
```
126
Properties=species:S:1:pos:R:3:mulliken_charge:R:1
Pd 0.550 0.732 -1.220 -0.543
Cl 5.762 -5.681 4.031 -0.214
Cl 8.727 -1.439 2.702 -0.199
Cl 9.084 -0.309 -1.441 -0.200
S 9.282 -3.281 -1.245 -0.167
O 1.371 -5.086 0.114 -0.392
O 6.521 0.042 0.486 -0.436
O -9.455 8.445 1.164 -0.463
O 0.789 -4.156 -3.371 -0.373
O -2.725 -1.053 -0.004 0.338
N -5.070 4.126 -0.776 -0.856
N 2.553 0.684 -0.641 1.345
N 0.112 2.364 0.078 -0.047
N 0.221 -2.645 -1.391 0.443
N -0.027 -0.983 0.233 2.082
N -0.810 -3.130 0.601 0.782
N -1.324 1.088 -1.840 0.156
N -3.945 5.092 0.869 -0.037
N 4.098 0.988 0.882 0.641
C -0.276 0.170 2.360 -0.586
C -1.929 2.121 -1.136 -0.247
C 5.859 -4.073 3.419 0.337
C 7.093 -3.457 3.306 -0.829
C -3.830 3.560 -0.681 1.211
C -3.108 4.147 0.340 -0.076
C 0.042 -5.393 0.054 0.322
C 3.005 0.291 0.532 -0.674
C -10.513 8.573 0.230 -0.856
C -0.252 -6.706 -0.305 -0.619
C 6.022 -1.466 2.411 -0.495
C -1.765 3.799 0.675 0.895
C -0.836 -0.440 1.243 -0.042
C 3.377 1.702 -1.060 -1.219
C 4.345 1.892 -0.122 -0.726
C -3.037 0.220 2.033 -0.389
C 0.313 3.946 1.862 -1.443
C 6.156 -0.060 1.858 -0.204
C 0.940 -0.619 -2.636 0.655
C 1.496 -2.307 -4.791 -0.631
C -1.556 -7.155 -0.374 -0.516
C -2.447 0.843 3.124 -1.050
C -1.014 -4.501 0.289 0.159
C -6.257 5.916 0.435 0.265
C -1.970 0.529 -2.873 -0.319
C 6.096 -0.942 -0.465 -0.061
C -3.898 1.914 -2.544 -0.383
C -6.320 6.726 1.573 -0.537
C 4.900 0.840 2.084 -1.675
C 4.704 -3.406 3.045 -1.601
C -8.398 6.792 -0.264 -0.377
C 7.090 -2.046 -0.697 -0.413
C 8.376 -1.825 -1.097 0.670
C 6.837 -3.435 -0.520 -0.763
C -0.228 -2.200 -0.213 -1.975
C -1.072 0.813 3.293 -0.729
C -5.121 5.043 0.165 0.160
C -8.446 7.601 0.869 0.918
C -3.259 2.516 -1.482 0.191
C 7.920 -4.211 -0.776 -0.475
C 0.739 -1.982 -2.518 -0.560
C 1.866 -4.326 1.210 -0.535
C -7.314 5.958 -0.470 -0.898
C -2.602 -6.290 -0.076 -0.845
C -4.131 -1.039 -0.206 -1.347
C 0.462 -5.007 -4.462 -0.973
C 1.013 -2.832 -3.609 1.204
C -3.230 0.911 -3.267 -1.266
C -2.324 -4.976 0.242 -0.647
C -7.396 7.557 1.787 -0.670
C 1.435 -0.105 -3.831 -0.182
C -2.245 -0.417 1.092 0.755
C -1.005 4.388 1.665 -0.684
C 7.166 -2.166 2.806 0.840
C -1.201 2.755 -0.122 -0.189
C 0.811 2.955 1.049 0.147
C 1.708 -0.939 -4.900 -1.268
C 4.801 -2.118 2.548 0.871
H -7.448 8.190 2.663 0.426
H -4.902 2.225 -2.800 0.554
H -3.692 0.429 -4.116 0.464
H -4.512 -0.020 -0.290 0.414
H 5.877 -3.829 -0.211 0.579
H -0.566 -4.831 -4.786 0.395
H -1.390 -2.749 1.332 0.414
H 7.995 -3.976 3.594 0.471
H -11.173 9.336 0.631 0.245
H 3.740 -3.886 3.149 0.849
H -7.265 5.322 -1.343 0.450
H 4.281 0.450 2.888 0.477
H 2.914 -4.605 1.313 0.429
H 8.002 -5.285 -0.717 0.453
H 1.807 -3.251 1.030 0.196
H -3.069 1.350 3.849 0.454
H -10.141 8.896 -0.746 0.352
H -11.066 7.637 0.123 0.339
H 0.088 -3.631 -1.577 0.158
H -5.532 6.700 2.316 0.256
H -1.410 5.185 2.275 0.421
H 0.798 0.148 2.490 0.317
H 1.834 2.621 1.181 0.243
H -9.198 6.811 -0.991 0.396
H -3.740 5.712 1.631 0.185
H 1.336 -4.569 2.134 0.277
H 1.583 0.964 -3.941 0.466
H 5.130 -1.372 -0.190 -0.137
H 2.079 -0.529 -5.830 0.450
H 5.180 2.569 -0.093 0.654
H -1.453 -0.267 -3.391 0.399
H 1.725 -2.950 -5.629 0.274
H -4.112 0.252 1.921 0.509
H 0.581 -7.368 -0.503 0.474
H 6.979 0.410 2.396 0.910
H -4.299 -1.562 -1.144 0.229
H -0.621 1.295 4.150 0.440
H 5.235 1.834 2.372 0.434
H 1.136 -4.882 -5.308 0.360
H 2.575 -0.512 1.106 -0.025
H -3.626 -6.637 -0.102 0.421
H -1.756 -8.185 -0.635 0.424
H -4.650 -1.557 0.605 0.423
H 3.883 -1.621 2.265 0.136
H -3.131 -4.280 0.444 0.517
H 5.965 -0.378 -1.391 0.751
H 0.550 -6.023 -4.086 0.226
H 3.237 2.202 -2.002 0.479
H 0.935 4.377 2.633 0.488
```

- orbital gap (alpha / beta) (eV) = 5.359 / 5.163
- ΔE to the lowest compared entry with this formula, charge and spin (kcal/mol) = 24.64
- LUMO level (alpha / beta) (eV) = -1.79 / -4.07
- spin multiplicity = 3
- charge = +1
- E_HOMO (alpha / beta) (eV) = -7.152 / -9.237

***

A cluster of 9 separate species, C58H54NO17S in total, computed with ωB97M-V/def2-TZVPD.

XYZ file:
```
131
Properties=species:S:1:pos:R:3:mulliken_charge:R:1
S -1.348 1.608 1.075 0.660
O -4.420 3.472 5.169 -0.436
O 3.640 6.253 -0.399 -0.526
O -0.753 3.114 -1.100 -0.327
O -1.745 -4.495 -1.506 -0.448
O -0.492 -7.076 -5.956 -0.535
O 3.618 -2.662 3.472 -0.556
O -3.381 -1.506 2.490 -0.620
O 4.204 1.106 0.738 -0.432
O -4.760 6.403 -2.697 -0.517
O 2.395 -4.233 -1.432 -0.577
O -6.579 1.442 -3.084 -0.531
O 6.931 -8.576 -6.591 -0.529
O -4.764 -5.713 -0.402 -0.547
O 2.498 -8.901 -3.718 -0.556
O 9.925 2.082 -4.871 -0.522
O -5.966 6.285 9.375 -0.518
O 8.318 4.369 -0.373 -0.523
N -2.922 1.298 1.414 0.524
C -1.301 2.029 -1.452 0.483
C 8.678 3.842 -1.406 0.496
C 2.766 2.867 0.143 0.060
C 3.354 -3.027 2.351 0.236
C 3.437 -2.096 1.191 -0.395
C -0.307 0.636 2.131 -1.787
C 2.687 -3.894 -0.304 0.480
C -4.236 -2.311 0.438 -0.233
C 3.139 -2.510 -0.036 -0.478
C -4.449 -4.752 0.257 0.199
C 5.274 -7.436 -5.371 -0.440
C -0.008 2.388 -2.280 -1.347
C 3.775 5.086 -0.121 0.007
C -4.587 -3.369 -0.287 -0.365
C -3.821 4.985 6.870 -0.196
C 5.097 4.523 0.276 -0.519
C 2.586 -4.821 0.851 -0.338
C 0.789 0.354 4.276 -1.807
C -3.708 2.402 2.029 -1.105
C -4.208 5.692 7.927 -0.425
C 4.163 -7.517 -4.648 -0.157
C -2.155 -5.985 -4.702 -0.507
C 2.620 4.149 -0.167 -0.185
C 9.560 2.606 -3.845 0.280
C -5.614 5.642 8.416 0.294
C 2.907 -4.422 2.080 -0.520
C -1.378 1.624 4.205 -1.327
C -0.082 -5.609 -2.750 -0.403
C -5.068 2.927 -2.075 0.014
C 10.527 3.217 -2.895 -0.420
C -4.268 4.768 2.264 -1.512
C -1.155 0.870 -0.541 -0.812
C 0.231 -6.251 -3.872 -0.133
C -3.915 -4.897 1.636 -0.527
C -6.175 4.065 6.618 -0.397
C 7.709 3.234 -2.354 -0.039
C 10.117 3.789 -1.767 -0.413
C -3.699 -2.469 1.810 0.350
C -0.776 -6.493 -4.936 0.142
C -4.612 4.171 -1.978 -0.006
C -3.282 3.790 1.663 0.851
C 5.918 -8.653 -5.936 0.316
C -5.188 5.278 -2.793 -0.060
C 8.117 2.662 -3.483 -0.477
C 4.157 -10.041 -4.936 -0.376
C 3.514 -8.826 -4.374 0.502
C -4.774 4.119 6.138 0.336
C -6.175 2.580 -3.005 0.035
C 5.247 3.232 0.566 -0.653
C -6.297 4.928 -3.720 -0.410
C -1.456 -5.103 -2.522 0.385
C -6.751 3.681 -3.819 -0.439
C 5.269 -9.961 -5.660 -0.371
C -2.468 -5.339 -3.584 -0.237
C -0.074 1.302 3.470 1.264
C -3.571 -3.836 2.355 -0.449
C 4.096 2.303 0.521 0.074
C -6.566 4.770 7.675 -0.359
H 2.848 -5.080 2.938 0.445
H -0.637 2.438 -3.210 0.292
H -5.280 4.423 2.107 0.393
H -3.826 -5.907 2.012 0.453
H 5.755 -10.832 -6.081 0.409
H -3.807 4.446 -1.306 0.519
H -3.748 2.312 3.103 0.368
H 1.225 -6.634 -4.061 0.409
H -0.689 -0.369 2.233 0.596
H -4.714 2.265 1.666 0.634
H 1.838 0.498 4.091 0.383
H -1.661 2.657 4.073 0.172
H -2.307 4.032 2.062 0.312
H -2.873 -6.168 -5.491 0.428
H 3.680 -6.644 -4.226 0.386
H 5.929 5.214 0.304 0.488
H -4.129 4.815 3.331 0.172
H -2.974 0.446 1.969 0.022
H 3.665 -10.982 -4.723 0.417
H 1.937 2.171 0.115 0.413
H -3.463 -4.956 -3.399 0.400
H -2.805 5.006 6.496 0.409
H -2.205 2.129 -1.956 0.406
H -4.666 2.107 -1.489 0.486
H 5.765 -6.495 -5.585 0.420
H 3.725 -1.081 1.387 0.763
H -1.928 0.136 -0.705 0.498
H -7.555 3.405 -4.489 0.432
H 1.664 4.567 -0.459 0.617
H 7.432 2.214 -4.190 0.419
H 6.205 2.810 0.840 0.552
H 6.666 3.287 -2.074 0.395
H -1.270 1.464 5.262 0.568
H -4.190 5.746 1.820 0.473
H -3.178 -3.915 3.360 0.465
H -6.847 3.425 6.062 0.421
H 11.570 3.167 -3.179 0.407
H -3.533 6.332 8.481 0.418
H 0.651 -5.420 -1.971 0.507
H -3.272 3.931 0.590 -0.559
H -6.703 5.744 -4.304 0.434
H -7.582 4.749 8.047 0.411
H 10.801 4.240 -1.060 0.419
H -0.178 0.443 -0.667 0.445
H 0.536 -0.666 4.055 0.408
H -4.990 -3.286 -1.288 0.434
H 3.188 -1.852 -0.895 0.505
H 2.250 -5.827 0.633 0.474
H -4.340 -1.295 0.075 0.661
H 0.617 0.495 5.328 0.464
H 0.482 2.213 3.314 0.352
H 0.632 0.580 1.596 0.532
H 0.478 3.326 -2.542 0.462
H -2.195 1.014 3.860 0.122
```

- orbital gap (eV) = 7.687
- LUMO level (eV) = -3.76
- charge = +1
- E_HOMO (eV) = -11.442